# 1
8
Properties=species:S:1:pos:R:3:forces:R:3:lowdin_charge:R:1 method="wB97M-V/def2-TZVPD" relative_energy_ev=8.828 multiplicity=1 e_homo_ev=-9.204 total_energy_ha=-282.933572 orbital_gap_ev=8.77
C 0.72950 -0.32331 -0.38491 1.761 -1.299 -0.416 -0.11
C 0.18020 0.55611 0.65623 -3.568 0.404 -4.255 0.03
N -0.30179 -0.81652 0.52350 -1.742 0.900 -0.541 -0.03
O -1.46144 0.96095 -0.21672 3.517 -0.796 1.830 -0.13
O -1.49941 -0.49677 -0.23155 -0.244 -0.841 0.953 -0.17
H 0.49682 -0.33788 -1.51234 0.273 0.698 2.041 0.16
H 1.62192 -0.95751 -0.12487 -0.503 1.178 -0.308 0.13
H 0.23419 1.41492 1.29066 0.508 -0.245 0.697 0.12


# 2
8
Properties=species:S:1:pos:R:3:forces:R:3:lowdin_charge:R:1 method="wB97M-V/def2-TZVPD" relative_energy_ev=6.068 multiplicity=1 e_homo_ev="-6.311 / -6.245" total_energy_ha=-283.034998 orbital_gap_ev="6.12 / 5.98"
C -0.20875 -1.11304 -0.14437 2.428 -2.608 1.179 -0.14
C -0.84693 0.15241 0.03318 3.157 1.163 -3.266 -0.05
N 2.24745 0.39353 0.19611 -1.562 0.213 -0.640 -0.04
O -0.01427 -2.27833 -0.14701 -1.075 3.150 -0.413 0.17
O 1.66728 1.42466 0.01532 0.572 -0.693 0.617 -0.24
H -1.66291 0.03980 0.61916 -2.649 -0.198 2.059 0.05
H -0.01662 0.91552 0.45878 -1.382 -0.932 -1.164 0.10
H -1.16524 0.46545 -1.03118 0.510 -0.097 1.629 0.15


# 3
8
Properties=species:S:1:pos:R:3:forces:R:3:lowdin_charge:R:1 method="wB97M-V/def2-TZVPD" relative_energy_ev=3.364 multiplicity=1 e_homo_ev=-8.876 total_energy_ha=-283.134392 orbital_gap_ev=8.28
C 2.67419 0.01125 -0.00252 1.503 -0.512 0.549 -0.26
C 1.32033 0.15549 -0.23548 -2.682 0.964 -0.797 -0.11
N 3.81180 0.23013 0.07710 -0.254 -0.244 0.017 0.16
O -2.30762 0.04396 -0.09640 0.384 -0.313 -0.053 -0.03
O 0.45215 -0.71997 0.15281 0.835 -0.387 0.284 0.05
H -2.51038 0.93042 -0.40031 -0.119 0.142 0.038 0.06
H -2.96589 -0.20147 0.56060 0.005 0.120 -0.030 0.06
H -0.47459 -0.44981 -0.05580 0.328 0.231 -0.008 0.07


# 4
8
Properties=species:S:1:pos:R:3:forces:R:3:lowdin_charge:R:1 method="wB97M-V/def2-TZVPD" relative_energy_ev=3.168 multiplicity=1 e_homo_ev="-10.062 / -10.063" total_energy_ha=-283.141569 orbital_gap_ev="8.89 / 8.89"
C -0.14701 -0.92996 0.35491 -1.414 -0.386 -4.532 -0.28
C -0.17681 0.44101 0.79851 2.178 2.174 -1.006 -0.15
O 0.28229 -0.61341 -1.28147 -0.482 -2.536 2.122 -0.13
N -0.06984 1.38621 -0.08247 -2.069 1.147 3.151 0.13
O -0.56689 -1.97405 0.67161 0.964 0.471 -0.017 0.19
H 1.14845 -0.18781 -1.36046 -0.162 -0.137 0.470 0.05
H -0.64358 1.27233 -0.91297 0.975 -0.919 -0.347 0.07
H 0.17339 0.60569 1.81235 0.010 0.187 0.157 0.11


# 5
8
Properties=species:S:1:pos:R:3:forces:R:3:lowdin_charge:R:1 method="wB97M-V/def2-TZVPD" relative_energy_ev=1.020 multiplicity=1 e_homo_ev=-10.170 total_energy_ha=-283.220537 orbital_gap_ev=11.17
O 2.02369 -1.10603 -1.22147 -0.710 0.723 -0.309 0.06
C 1.17409 -0.35963 -1.33844 1.499 -0.955 -0.484 0.01
N 0.03867 -0.53496 0.69058 -0.371 0.191 0.235 0.05
C -0.85308 0.36426 0.62828 0.130 -0.305 0.333 -0.34
O -1.00074 1.11050 -0.46488 0.101 -0.104 -0.087 0.00
H -0.30364 0.78477 -1.08617 -0.394 0.304 0.147 0.02
H 0.10278 -1.05711 1.55294 -0.307 0.155 0.210 0.07
H -1.56982 0.62879 1.40898 0.052 -0.009 -0.044 0.13


# 6
9
Properties=species:S:1:pos:R:3:forces:R:3:lowdin_charge:R:1 method="wB97M-V/def2-TZVPD" relative_energy_ev=2.827 multiplicity=1 e_homo_ev=-9.164 total_energy_ha=-681.355442 orbital_gap_ev=9.46
C -0.02737 0.58540 0.07563 -0.177 0.809 0.814 -0.16
C 0.96681 -0.68884 0.32881 -0.129 5.417 0.770 -0.51
H -3.25787 0.01760 -1.18555 0.095 -1.076 -0.093 -0.16
H 0.15975 1.78008 0.64805 -0.250 -3.761 -1.874 0.20
H 2.63763 -0.99305 0.85356 -0.119 2.531 -0.149 0.17
N -1.02726 0.23931 -0.61256 0.564 -1.200 0.670 -0.47
O 2.15939 -0.09084 0.67212 0.482 -4.009 0.123 0.03
O 0.76698 -1.84374 0.35086 -0.529 -1.117 -0.395 0.14
S -2.37806 0.99409 -1.13092 0.064 2.406 0.134 0.76


# 7
9
Properties=species:S:1:pos:R:3:forces:R:3:lowdin_charge:R:1 method="wB97M-V/def2-TZVPD" relative_energy_ev=1.280 multiplicity=1 smiles="O=CNSC=O" e_homo_ev=-9.639 total_energy_ha=-681.412291 orbital_gap_ev=10.17
C -1.84207 0.30596 -0.03877 -1.182 1.531 0.406 -0.47
C 1.99622 -0.52189 -0.08751 -0.920 -1.450 -0.987 -0.60
H -2.31495 1.30468 0.12909 0.585 -0.123 -0.004 0.14
H -0.08057 1.06479 0.60517 0.360 0.535 0.156 0.09
H 2.75206 -1.33409 -0.20258 -0.218 0.288 0.389 0.09
N -0.48848 0.34093 0.05379 0.166 -1.353 -0.297 -0.26
O -2.56585 -0.62132 -0.26616 0.356 -0.995 -0.341 0.02
O 2.19947 0.63336 -0.22485 0.774 1.466 0.325 -0.01
S 0.34418 -1.17242 0.03183 0.079 0.100 0.353 0.99


# 8
9
Properties=species:S:1:pos:R:3:forces:R:3:lowdin_charge:R:1 method="wB97M-V/def2-TZVPD" relative_energy_ev=4.659 multiplicity=1 smiles="[O-][NH+]=S.C=C=O" e_homo_ev=-9.724 total_energy_ha=-681.288117 orbital_gap_ev=8.53
C -0.99411 0.49861 0.83664 4.087 2.046 0.797 -0.26
C -2.24186 0.09491 0.76766 1.774 0.320 -0.656 0.02
N 2.17505 -0.31315 -1.09331 2.054 0.853 1.299 -0.65
O 0.12104 0.96227 1.03029 -4.695 -2.057 -0.935 0.05
O 3.24397 -0.30886 -1.73332 -1.688 -0.363 0.172 -0.08
S 0.96680 -1.39617 -1.03069 0.467 0.359 -0.497 0.70
H -2.74606 0.25232 1.66181 -1.039 0.112 1.493 0.05
H 2.22414 0.45709 -0.34211 -0.913 -0.999 -1.053 0.13
H -2.74897 -0.24702 -0.09696 -0.048 -0.273 -0.622 0.06


# 9
9
Properties=species:S:1:pos:R:3:forces:R:3:lowdin_charge:R:1 method="wB97M-V/def2-TZVPD" relative_energy_ev=6.621 multiplicity=1 e_homo_ev="-8.150 / -10.167" total_energy_ha=-681.216003 orbital_gap_ev="7.43 / 10.16"
C 0.32604 -0.76497 0.30261 2.011 1.078 3.028 -0.45
C -0.95509 -0.20849 0.01777 -2.638 -1.174 -1.736 -0.37
N -1.47745 0.96955 0.58450 -0.119 0.032 0.556 0.10
O 2.23106 0.88803 -0.58902 0.362 0.581 -0.807 -0.47
O 1.21829 -1.56399 -0.23783 0.475 -1.181 -1.643 -0.20
S 2.00196 -0.13097 0.39641 -1.442 -0.614 0.847 1.04
H -0.86737 0.20564 -0.99946 -0.042 -0.202 -0.786 0.15
H -1.74638 -1.05788 -0.07874 1.192 1.395 0.332 0.16
H -0.73107 1.66308 0.60376 0.203 0.085 0.209 0.04


# 10
9
Properties=species:S:1:pos:R:3:forces:R:3:lowdin_charge:R:1 method="wB97M-V/def2-TZVPD" relative_energy_ev=3.196 multiplicity=1 smiles="O=CN(O)C=S" e_homo_ev=-8.914 total_energy_ha=-681.341875 orbital_gap_ev=8.63
C -0.75262 1.12658 0.09775 0.385 1.031 -0.252 -0.25
C 1.22784 -0.34722 -0.21283 0.767 -2.472 -0.365 -0.72
H -1.24923 -1.61777 0.58861 0.259 -0.111 1.011 0.11
H -1.76622 0.82322 0.33314 -0.720 0.628 0.008 0.13
H 1.29602 -1.36332 -0.62784 -0.318 0.303 -0.098 0.07
N -0.04529 -0.10710 0.17043 -1.299 0.576 -0.026 -0.15
O -0.97879 -1.12787 -0.18053 0.738 0.599 -1.063 0.00
O -0.35235 2.22689 -0.19685 -0.128 -1.747 0.595 0.09
S 2.62063 0.38661 0.02811 0.317 1.192 0.190 0.72


# 11
9
Properties=species:S:1:pos:R:3:forces:R:3:lowdin_charge:R:1 method="wB97M-V/def2-TZVPD" relative_energy_ev=4.418 multiplicity=1 e_homo_ev=-9.425 total_energy_ha=-681.296962 orbital_gap_ev=9.58
C -0.33749 -0.69236 0.05315 2.491 -1.989 0.253 -0.36
C 1.90446 0.11325 0.02699 1.322 4.643 -2.076 -0.29
H -3.16898 1.56571 0.00942 1.879 -3.255 0.074 -0.01
H -0.83263 -1.56561 -0.44159 0.683 0.866 0.038 0.11
H 3.24882 -0.08089 -0.18183 -4.389 0.037 1.010 0.22
N -0.87852 0.28033 0.61826 -1.182 -0.304 -1.549 -0.24
O 1.13262 -1.01817 0.07757 -1.364 2.141 0.510 -0.04
O 1.45970 1.30480 -0.08288 2.381 -5.688 0.822 -0.03
S -2.52798 0.09295 -0.07910 -1.822 3.548 0.919 0.64


# 12
9
Properties=species:S:1:pos:R:3:forces:R:3:lowdin_charge:R:1 method="wB97M-V/def2-TZVPD" relative_energy_ev=2.745 multiplicity=1 e_homo_ev=-9.851 total_energy_ha=-681.358458 orbital_gap_ev=9.85
C 0.23257 -1.91756 0.67353 4.932 2.999 1.575 -0.41
C 0.47548 1.14553 -0.98249 1.595 2.339 1.527 -0.56
H 1.12039 -2.51262 1.15500 -1.811 0.204 -0.607 0.16
H 1.39544 -0.18837 1.29171 0.581 -0.840 0.686 0.05
H 1.82991 1.07647 -0.75319 -3.672 -0.416 -1.064 0.17
N 0.53141 -0.53932 0.93712 -1.106 0.229 0.862 -0.37
O -0.57063 -2.19837 -0.11131 -2.698 -1.928 -1.463 0.08
O -0.05846 1.80965 -1.81272 1.011 -0.832 -0.352 -0.03
S -0.45507 0.82136 0.56204 1.167 -1.754 -1.164 0.92


# 13
10
Properties=species:S:1:pos:R:3:forces:R:3:lowdin_charge:R:1 method="wB97M-V/def2-TZVPD" relative_energy_ev=2.969 multiplicity=1 e_homo_ev="-8.954 / -8.766" total_energy_ha=-1079.511666 orbital_gap_ev="6.93 / 6.86"
C -0.17667 -0.59442 0.23549 -1.158 0.069 3.478 -0.35
C -1.29420 -0.74410 0.94702 -0.934 -1.426 -1.468 0.06
N 0.90423 0.10539 0.69401 1.004 0.903 -0.311 -0.59
O 1.12177 0.10312 -2.45331 0.226 0.724 0.550 -0.45
O 0.23388 2.28247 -1.73666 0.715 -0.601 0.192 -0.43
S 1.43236 0.35092 2.13175 -0.318 -0.199 -0.053 0.74
S 1.32287 1.33068 -1.71019 -0.732 -0.017 -0.792 0.85
H -0.01854 -1.08423 -0.63080 0.335 -1.027 -3.194 0.05
H -1.33635 -0.45169 1.94381 -0.146 1.009 1.528 0.02
H -2.18934 -1.29815 0.57887 1.008 0.564 0.069 0.09


# 14
9
Properties=species:S:1:pos:R:3:forces:R:3:lowdin_charge:R:1 method="wB97M-V/def2-TZVPD" relative_energy_ev=7.512 multiplicity=1 smiles="O=[N+]([O-])O.C#C" e_homo_ev=-11.512 total_energy_ha=-358.253601 orbital_gap_ev=11.99
C -1.34318 -0.77246 0.99681 0.056 0.893 1.701 0.04
C -0.84509 -0.20965 1.93845 -0.588 -1.183 -2.034 0.03
N 1.02667 0.26568 -1.63528 -0.212 -2.201 5.646 -0.45
O 0.55943 1.16649 -0.58819 -0.091 0.115 -0.525 0.03
O 1.31986 0.77833 -2.60969 0.394 1.882 -3.228 0.18
O 1.17694 -0.88557 -1.26445 -0.526 0.604 -0.511 0.08
H -2.04855 -1.19178 0.36874 -0.654 -0.664 -1.161 0.02
H 0.26632 0.69487 0.24833 0.432 -0.379 -1.582 0.06
H -0.11240 0.15410 2.54528 1.189 0.933 1.693 0.01


# 15
9
Properties=species:S:1:pos:R:3:forces:R:3:lowdin_charge:R:1 method="wB97M-V/def2-TZVPD" relative_energy_ev=6.202 multiplicity=1 e_homo_ev="-11.115 / -10.682" total_energy_ha=-358.301766 orbital_gap_ev="8.41 / 8.67"
C -0.93684 0.31379 -0.02269 -1.485 1.593 -0.146 -0.91
C 1.65276 -0.17385 -0.17816 0.092 0.049 0.229 0.01
O -0.71082 1.13338 -0.96567 0.251 -1.187 0.556 0.12
O -1.88161 -0.65666 -0.19267 0.675 0.048 -0.085 0.11
N 0.54786 -0.43377 0.32903 1.716 -1.366 -1.154 0.20
O -0.90783 0.97746 1.11806 -1.067 0.831 0.567 0.14
H -2.09988 -1.05244 0.66246 0.114 0.114 -0.011 0.12
H 1.79477 0.56075 -0.97242 -0.191 -0.030 0.022 0.11
H 2.54158 -0.66867 0.22205 -0.104 -0.052 0.022 0.10


# 16
9
Properties=species:S:1:pos:R:3:forces:R:3:lowdin_charge:R:1 method="wB97M-V/def2-TZVPD" relative_energy_ev=4.675 multiplicity=1 smiles="O=CC(=O)NO" e_homo_ev=-10.020 total_energy_ha=-358.357867 orbital_gap_ev=9.63
C 0.79671 0.49607 -0.12970 3.406 1.495 0.896 -0.36
C 0.64900 -1.04489 -0.42233 0.131 -3.434 2.195 -0.08
H -1.68693 -0.31370 1.01835 0.900 2.192 -3.374 0.20
H -0.77889 1.94008 0.09939 1.486 0.124 0.027 0.17
H 1.37707 -1.75847 -0.91113 0.113 1.950 -0.527 0.14
N -0.43494 0.99209 -0.02227 -2.327 0.761 0.894 0.02
O -1.63837 0.26265 0.09506 -0.266 -1.866 2.312 -0.08
O 1.88544 1.18572 0.08906 -4.681 -3.378 -1.468 -0.01
O -0.16910 -1.75957 0.18357 1.238 2.157 -0.957 0.01


# 17
9
Properties=species:S:1:pos:R:3:forces:R:3:lowdin_spin:R:1 method="wB97M-V/def2-TZVPD" relative_energy_ev=5.118 multiplicity=3 s2=2.01 e_homo_ev="-7.517 / -10.709" total_energy_ha=-358.205443 orbital_gap_ev="7.88 / 7.02"
C -0.33452 0.66183 0.24260 2.000 0.432 0.377 0.08
C 1.31468 0.08357 -0.23839 -5.882 -1.648 -2.073 0.07
N -1.40279 -0.44999 0.10325 1.740 2.977 -0.962 0.50
O -0.68033 1.66011 0.78932 0.984 -1.328 -1.393 0.13
O -1.26777 -1.35047 0.87621 1.444 -4.311 3.814 0.54
O -2.28523 -0.31917 -0.73952 -2.616 1.257 -2.972 0.67
H 1.97713 0.84606 -0.21192 1.795 2.508 0.075 0.01
H 1.19447 -0.44911 -1.25991 0.091 1.342 1.581 0.00
H 1.48436 -0.68283 0.43837 0.442 -1.231 1.552 0.00


# 18
10
Properties=species:S:1:pos:R:3:forces:R:3:lowdin_charge:R:1 method="wB97M-V/def2-TZVPD" relative_energy_ev=5.921 multiplicity=1 e_homo_ev=-9.500 total_energy_ha=-756.458544 orbital_gap_ev=7.84
C -0.92340 -0.03144 0.09146 1.381 0.080 -2.573 -0.69
C 0.00814 -1.28000 0.05303 1.193 -3.521 2.131 -0.39
H 1.64485 2.64404 -0.17646 -2.690 -3.480 2.099 0.34
H -1.12151 1.88509 0.04122 -0.150 0.840 -0.164 0.09
H 1.51123 -2.16864 -0.32587 0.368 1.581 -0.890 0.14
N -0.35260 1.28126 -0.21100 -0.962 -2.540 1.351 -0.14
O 0.73017 1.54528 0.58862 2.930 3.511 -1.973 -0.20
O 1.29897 -1.21684 -0.61050 -3.431 -1.670 2.256 0.03
O -0.28537 -2.37679 0.64848 1.038 5.071 -2.749 0.01
S -2.51048 -0.28196 -0.09899 0.324 0.127 0.510 0.81


# 19
9
Properties=species:S:1:pos:R:3:forces:R:3:lowdin_charge:R:1 method="wB97M-V/def2-TZVPD" relative_energy_ev=1.940 multiplicity=1 e_homo_ev="-14.738 / -14.741" total_energy_ha=-947.134694 orbital_gap_ev="8.02 / 8.03" total_charge=+1
C -0.03545 0.17406 -0.06949 7.141 -3.463 0.501 -0.47
C -1.45879 0.12736 -0.08519 0.232 -2.850 -0.693 -0.07
N 0.80368 -1.22771 0.33225 -4.415 4.115 -0.766 0.06
O 2.07154 -1.03168 0.36893 0.535 0.225 -0.730 -0.53
P 2.95200 0.20322 -0.12591 -1.532 1.221 0.194 0.93
S 1.15628 1.42830 -0.40515 -0.495 -2.126 0.290 0.78
H -1.96798 0.38918 -0.99050 0.000 -0.201 -0.789 0.12
H -1.78136 0.77556 0.60323 -1.387 2.988 2.793 0.06
H -1.73992 -0.83830 0.37183 -0.080 0.091 -0.799 0.13


# 20
8
Properties=species:S:1:pos:R:3:forces:R:3:lowdin_charge:R:1 method="wB97M-V/def2-TZVPD" relative_energy_ev=0.614 multiplicity=1 smiles="O=C=S.C=N" e_homo_ev=-9.764 total_energy_ha=-606.164785 orbital_gap_ev=10.34
C -3.99778 -0.40627 -0.05846 0.100 -1.016 0.505 -0.91
C 0.04895 0.18358 -0.47166 0.256 1.530 -1.474 -0.19
N -0.38037 -0.44732 0.51564 -2.495 -0.623 1.101 0.00
O -3.56805 -1.46824 0.07724 0.226 -0.170 -0.254 0.09
S -4.62143 0.99266 -0.12838 -0.415 1.215 -0.269 0.82
H -0.46023 0.24229 -1.49443 0.557 0.013 1.236 0.07
H 0.95884 0.86478 -0.32700 -0.900 -1.349 -0.412 0.07
H -1.39950 -0.83564 0.43533 2.670 0.400 -0.434 0.05